A 2-piece molecular cluster, C3H3OS2 overall, computed with wB97M-V/def2-TZVPD.

The value obtained for the HOMO energy (spin up / spin down) is -0.05682 / -0.08552 Eh. As for the max |F|: 0.04056 hartree/bohr. The LUMO energy (spin up / spin down) comes out at 3.56 / 3.51 eV. The net charge is -1. The calculation puts the HOMO-LUMO gap (spin up / spin down) at 5.103 / 5.835 eV.

Each line ends with the Mulliken charge.
Geometry (Å):
1 S 0.14618 -1.76252 2.63267  -0.38
2 S -2.56514 -1.53137 1.19852  -0.30
3 O -1.33858 0.22274 -0.83068  -0.39
4 C -1.02751 -1.53041 1.59664  0.20
5 C 0.94233 0.96640 -1.00750  -1.07
6 C -0.26373 0.28017 -0.29345  0.02
7 H 1.37039 1.63841 -0.30410  0.33
8 H 1.86006 0.31490 -0.99399  0.27
9 H 0.87600 1.40168 -1.99811  0.32